(1)
Molecular formula: C32H66F2NO30P2S2
Method: DFT, ωB97M-V/def2-TZVPD

Computed properties:
**Net charge**: -1
**Molar mass**: 1108.9 g/mol
**E_LUMO**: 2.102 eV
**Maximum force**: 7.4 eV Å⁻¹
**HOMO-LUMO gap**: 10.085 eV
**Energy**: -5249.976708 Eh

Each line ends with the Löwdin charge.
Atoms and positions in Å:
N 0.65 -0.25 1.99  -0.244
S 0.45 -1.31 0.95  0.418
O 1.65 -1.74 0.26  -0.301
O -0.76 -1.28 0.16  -0.296
F 0.16 -2.50 2.01  -0.192
S 0.53 1.04 0.93  0.540
O -0.74 1.70 0.88  -0.283
O 1.31 1.02 -0.27  -0.265
F 1.25 2.09 1.91  -0.192
C 4.02 -4.32 1.06  -0.045
O 4.85 -5.11 1.88  0.039
C 5.42 -6.14 1.28  -0.628
O 5.48 -6.38 0.11  0.126
O 6.00 -6.89 2.22  -0.007
C 6.73 -8.04 1.85  -0.052
H 3.07 -4.84 0.91  0.094
H 4.33 -4.06 0.04  0.088
H 3.78 -3.34 1.47  0.090
H 6.64 -8.70 2.72  0.092
H 7.76 -7.84 1.56  0.097
H 6.21 -8.57 1.06  0.092
C -0.01 -0.44 -2.94  -0.031
O -0.43 0.88 -3.23  -0.003
C -0.72 1.18 -4.49  -0.619
O -0.37 0.53 -5.44  0.132
O -1.46 2.29 -4.46  0.007
C -2.13 2.71 -5.61  -0.069
H 1.05 -0.60 -3.13  0.093
H -0.55 -1.15 -3.58  0.105
H -0.22 -0.57 -1.89  0.057
H -2.75 3.58 -5.38  0.091
H -2.76 1.92 -6.05  0.100
H -1.47 2.98 -6.44  0.092
C -7.39 3.07 2.39  -0.041
O -6.01 2.90 2.66  0.011
C -5.19 3.81 2.19  -0.632
O -5.42 4.90 1.75  0.134
O -3.95 3.28 2.30  -0.022
C -2.84 4.15 2.03  -0.027
H -7.60 2.78 1.36  0.098
H -7.74 4.08 2.56  0.094
H -7.97 2.45 3.07  0.092
H -1.99 3.57 2.36  0.085
H -2.96 5.02 2.68  0.089
H -2.75 4.44 0.98  0.101
C -5.41 0.09 6.70  -0.059
O -4.71 0.48 5.54  -0.004
C -3.72 -0.29 5.06  -0.615
O -3.57 -1.47 5.32  0.106
O -2.91 0.45 4.36  0.010
C -1.81 -0.06 3.61  -0.024
H -4.88 -0.70 7.25  0.090
H -6.36 -0.36 6.43  0.091
H -5.49 0.88 7.43  0.088
H -1.74 0.48 2.68  0.060
H -1.96 -1.12 3.40  0.100
H -0.92 0.21 4.17  0.101
C 1.63 -3.99 -1.82  -0.072
C 1.14 -4.94 -2.91  -0.249
O -0.23 -5.36 -2.78  -0.199
P -0.79 -6.28 -1.55  0.439
O -0.26 -5.92 -0.22  -0.225
O -2.33 -6.09 -1.83  -0.179
C -3.05 -6.81 -2.87  -0.224
C -3.42 -8.18 -2.33  -0.085
O -0.42 -7.78 -2.02  -0.191
C 0.92 -8.19 -1.77  -0.296
C 1.04 -9.37 -0.82  -0.066
H 0.95 -3.15 -1.70  0.064
H 1.70 -4.45 -0.83  0.045
H 2.67 -3.80 -2.07  0.084
H 0.98 -4.29 -3.78  0.120
H 1.77 -5.81 -3.09  0.107
H -3.93 -6.17 -2.93  0.119
H -2.59 -6.77 -3.86  0.121
H -3.41 -8.22 -1.24  0.084
H -4.38 -8.54 -2.68  0.073
H -2.66 -8.95 -2.51  0.064
H 1.38 -8.34 -2.75  0.121
H 1.59 -7.40 -1.42  0.106
H 0.79 -9.14 0.21  0.081
H 0.48 -10.26 -1.11  0.074
H 2.10 -9.63 -0.83  0.078
C -0.29 7.76 3.54  -0.052
C 0.22 7.96 2.09  -0.311
O 0.96 6.93 1.50  -0.160
P 2.43 7.19 0.93  0.386
O 3.40 7.64 1.94  -0.225
O 2.81 5.83 0.24  -0.151
C 2.00 5.36 -0.86  -0.247
C 2.58 4.06 -1.38  -0.068
O 2.10 8.23 -0.25  -0.197
C 3.04 9.25 -0.60  -0.266
C 2.68 9.98 -1.88  -0.070
H -0.90 8.65 3.66  0.076
H -0.93 6.88 3.48  0.061
H 0.59 7.63 4.17  0.080
H -0.66 8.22 1.50  0.118
H 0.75 8.92 2.17  0.111
H 1.08 5.10 -0.33  0.115
H 1.69 6.03 -1.66  0.118
H 1.98 3.41 -2.02  0.084
H 3.54 4.18 -1.90  0.081
H 2.86 3.47 -0.51  0.064
H 3.16 9.93 0.24  0.118
H 3.98 8.72 -0.77  0.119
H 2.02 10.83 -1.74  0.072
H 3.59 10.29 -2.39  0.075
H 2.19 9.22 -2.50  0.080
C 4.75 0.10 0.96  0.003
C 5.03 -0.23 -0.52  -0.281
C 4.19 0.59 -1.52  -0.068
O 5.19 1.18 -2.35  0.060
C 6.43 0.91 -1.93  -0.577
O 7.46 1.25 -2.42  0.150
O 6.37 0.22 -0.76  0.060
H 4.73 1.19 1.00  0.092
H 5.52 -0.36 1.56  0.083
H 3.77 -0.32 1.21  0.066
H 5.04 -1.29 -0.76  0.147
H 3.62 1.42 -1.09  0.093
H 3.56 -0.03 -2.16  0.131
C -4.89 -0.68 0.85  -0.015
C -4.70 0.27 -0.30  -0.288
C -3.27 0.75 -0.61  -0.070
O -3.27 0.77 -2.04  0.062
C -4.32 0.06 -2.54  -0.571
O -4.50 -0.10 -3.71  0.148
O -5.09 -0.36 -1.54  0.088
H -4.14 -1.48 0.87  0.093
H -5.83 -1.23 0.79  0.086
H -4.82 -0.20 1.82  0.083
H -5.42 1.07 -0.14  0.145
H -2.48 0.07 -0.29  0.099
H -3.16 1.72 -0.14  0.121

***

(2)
Molecular formula: C32H66O10S8
Method: DFT, ωB97M-V/def2-TZVPD

Computed properties:
**Net charge**: 0
**Molar mass**: 867.4 g/mol
**E_LUMO**: 0.001 eV
**Maximum force**: 6.5 eV Å⁻¹
**HOMO-LUMO gap**: 8.181 eV
**Relative energy (zero: lowest compared OMol25 entry of this formula, charge and spin)**: 114.9 kcal/mol
**Energy**: -5196.379886 Eh

Each line ends with the Löwdin charge.
Atoms and positions in Å:
C 0.19 -1.50 1.12  -0.244
S -0.02 0.30 1.34  0.867
O 1.28 1.17 1.11  -0.616
C -1.11 0.79 -0.14  -0.218
H 1.12 -1.78 0.61  0.020
H -0.64 -1.95 0.58  0.042
H 0.34 -1.98 2.09  0.039
H -0.84 0.25 -1.04  0.035
H -0.99 1.86 -0.30  0.024
H -2.17 0.53 -0.08  0.031
C -3.24 3.29 1.89  -0.245
S -2.58 3.38 3.63  0.870
O -2.80 1.98 4.26  -0.609
C -0.65 3.51 3.40  -0.186
H -2.96 2.32 1.49  0.018
H -2.90 4.07 1.21  0.029
H -4.33 3.27 1.91  0.041
H -0.38 2.53 2.99  -0.007
H -0.15 3.58 4.37  0.046
H -0.28 4.17 2.61  0.018
C -1.92 0.02 -5.76  -0.240
S -0.73 1.03 -4.77  0.899
O -1.48 1.12 -3.40  -0.611
C 0.43 -0.39 -4.47  -0.237
H -2.35 -0.73 -5.10  0.047
H -1.31 -0.51 -6.49  0.039
H -2.59 0.60 -6.40  0.050
H -0.09 -1.29 -4.12  0.056
H 1.07 -0.02 -3.67  0.020
H 0.98 -0.62 -5.38  0.054
C 0.42 4.31 -0.75  -0.221
S 0.03 6.11 -0.24  0.872
O -1.14 5.97 0.77  -0.607
C 1.66 6.41 0.65  -0.252
H -0.34 3.90 -1.41  0.037
H 0.44 3.70 0.15  0.025
H 1.37 4.29 -1.28  0.041
H 1.92 7.45 0.83  0.044
H 2.43 6.11 -0.06  0.034
H 1.70 5.92 1.62  0.048
C -0.31 -6.27 -1.35  -0.222
S 1.39 -5.66 -1.84  0.811
O 1.81 -6.39 -3.09  -0.574
C 1.01 -3.92 -2.10  -0.267
H -0.35 -7.35 -1.18  0.045
H -0.97 -6.01 -2.18  0.040
H -0.58 -5.79 -0.41  0.045
H -0.01 -3.73 -2.42  0.022
H 1.63 -3.55 -2.92  0.054
H 1.33 -3.54 -1.13  0.008
C -2.57 -1.77 5.49  -0.239
S -2.75 -2.45 3.76  0.813
O -3.68 -3.60 3.85  -0.570
C -3.68 -0.92 3.17  -0.242
H -3.59 -1.59 5.83  0.047
H -1.99 -0.85 5.58  0.049
H -2.11 -2.52 6.14  0.040
H -2.92 -0.35 2.63  0.008
H -4.25 -0.36 3.91  0.046
H -4.41 -1.16 2.39  0.028
C -4.40 -2.13 -0.77  -0.235
S -3.15 -2.36 -2.08  0.808
O -2.07 -3.22 -1.48  -0.574
C -4.14 -3.46 -3.10  -0.251
H -5.26 -1.51 -1.03  0.051
H -4.04 -2.07 0.25  0.041
H -4.92 -3.09 -0.72  0.045
H -3.49 -3.89 -3.87  0.056
H -4.97 -2.85 -3.45  0.063
H -4.39 -4.28 -2.44  0.056
C 3.75 0.85 -2.30  -0.239
S 3.33 -0.19 -0.84  0.862
O 2.57 -1.28 -1.61  -0.593
C 5.02 -0.88 -0.54  -0.230
H 3.18 1.78 -2.25  0.034
H 3.50 0.33 -3.22  0.049
H 4.75 1.29 -2.30  0.046
H 5.11 -1.59 0.29  0.036
H 5.68 0.00 -0.50  0.042
H 5.30 -1.49 -1.39  0.057
C 4.33 4.19 4.30  -0.088
C 4.57 4.77 3.08  -0.121
C 4.40 4.12 1.86  -0.103
C 3.86 2.85 1.87  -0.112
C 3.66 2.19 3.06  -0.087
C 3.92 2.84 4.28  -0.073
H 4.58 4.63 5.26  0.100
H 4.85 5.81 3.07  0.097
H 4.54 4.62 0.91  0.095
H 3.79 2.27 0.96  0.077
H 3.28 1.18 2.99  0.093
H 3.89 2.33 5.23  0.094
C 5.84 -5.36 0.40  -0.092
C 6.34 -4.83 1.63  -0.084
C 5.46 -4.10 2.42  -0.109
C 4.14 -3.83 2.03  -0.104
C 3.64 -4.51 0.93  -0.085
C 4.51 -5.26 0.05  -0.074
H 6.52 -5.76 -0.34  0.095
H 7.38 -4.88 1.92  0.095
H 5.97 -3.70 3.29  0.093
H 3.47 -3.26 2.65  0.096
H 2.70 -4.14 0.57  0.066
H 4.12 -5.69 -0.86  0.076
O -6.82 0.44 -2.59  0.075
C -5.94 1.28 -2.36  -0.455
O -4.77 1.21 -3.09  0.021
C -3.91 2.16 -2.60  -0.238
C -4.80 3.21 -2.17  -0.154
C -6.05 2.49 -1.62  -0.073
H -3.33 2.63 -3.40  0.126
H -3.42 1.56 -1.83  0.121
H -5.17 3.96 -2.88  0.130
H -4.38 3.73 -1.31  0.114
H -6.97 3.07 -1.72  0.141
H -5.93 2.41 -0.54  0.130